13
Properties=species:S:1:pos:R:3:forces:R:3:nbo_charge:R:1 method="wB97M-V/def2-TZVPD" relative_energy_kj_mol=222.5 largest_force_ev_per_a=1.12 e_tot_ha=-282.6895
N 0.04718 -0.57652 2.05052 0.16 -0.01 0.17 -0.88
C 0.60938 -0.44441 0.70316 0.03 0.00 -0.14 -0.35
C -0.35846 -0.04027 -0.37893 -0.22 0.05 0.35 0.10
N -1.53538 0.24949 0.09411 0.10 -0.06 -0.06 -0.73
C 0.68076 0.80726 -3.06582 0.42 0.46 -0.93 0.03
N 1.11982 1.29023 -4.02001 -0.38 -0.44 0.80 -0.38
H 0.29142 -1.46950 2.46120 -0.10 0.12 -0.02 0.37
H 0.39740 0.14328 2.67073 -0.04 -0.08 -0.03 0.37
H 1.09314 -1.37359 0.37703 -0.11 0.12 0.05 0.22
H 1.40623 0.31355 0.65748 -0.08 -0.13 0.02 0.22
H 0.26125 0.38563 -2.11782 0.09 0.09 -0.23 0.23
H -1.74330 0.14447 1.09215 0.04 -0.03 -0.10 0.39
H -2.26943 0.57039 -0.52382 0.10 -0.09 0.14 0.40

***

100
Properties=species:S:1:pos:R:3:forces:R:3:mulliken_charge:R:1 method="wB97M-V/def2-TZVPD" relative_energy_kj_mol=186.3 total_charge=-1 largest_force_ev_per_a=4.21 e_tot_ha=-5300.6461
Ca -0.01845 0.96959 0.74957 -0.16 1.21 -4.03 0.85
Cl 1.27015 4.24148 6.43847 -0.07 0.05 0.05 -0.26
C 1.47235 3.30668 4.99317 0.15 0.02 0.10 0.33
C 2.55215 2.46429 4.85987 -0.09 0.16 0.10 0.30
Cl 3.69725 2.32159 6.14567 0.18 -0.05 0.11 -0.26
C 2.70135 1.73228 3.68207 0.19 -0.20 0.09 0.43
Cl 4.07135 0.68589 3.52297 0.15 -0.22 -0.21 -0.29
C 1.78225 1.76098 2.63527 0.17 0.54 1.01 -0.49
O 1.88595 1.03309 1.58327 1.15 -0.57 0.04 -0.52
C 0.67085 2.67769 2.75967 0.83 0.24 0.92 -0.55
O -0.16255 2.78148 1.78717 -0.77 1.02 -0.11 -0.73
C 0.56445 3.41089 3.93857 -0.17 0.11 0.15 0.60
Cl -0.78985 4.48209 4.10907 -0.23 0.09 -0.17 -0.29
C 2.09065 -2.48222 -1.15943 0.03 -0.04 0.03 -1.49
C 2.62345 -1.07921 -0.88163 -0.12 -0.12 -0.29 -0.82
P 2.22585 0.03759 -2.31063 0.95 0.51 -0.02 0.90
C 3.89775 0.22559 -3.07193 -0.13 -0.10 -0.11 0.86
C 4.80315 -0.82711 -3.15383 -0.10 0.00 0.07 -0.59
C 6.04025 -0.65291 -3.74873 0.18 -0.04 -0.10 -0.65
C 6.38215 0.56809 -4.30493 0.11 -0.04 -0.01 -0.49
C 5.46385 1.60518 -4.28793 0.04 0.11 -0.10 -0.67
C 4.23365 1.43299 -3.68293 -0.08 -0.04 0.03 -0.53
C 2.20735 1.65908 -1.45793 -0.06 -0.24 -0.23 -0.36
C 1.23235 2.59178 -1.79263 -0.03 -0.03 -0.10 -0.52
C 1.18215 3.81479 -1.14573 -0.03 0.26 -0.10 -0.18
C 2.11925 4.11768 -0.17043 -0.03 0.04 -0.05 -0.44
C 3.11805 3.20938 0.13157 0.27 0.13 -0.03 -0.80
C 3.16715 1.98388 -0.50533 0.03 0.20 -0.20 -0.09
C 0.59245 -2.59502 -0.90543 -0.12 0.09 -0.09 -0.47
P -0.41635 -1.31572 -1.80773 -0.75 -0.96 0.34 1.21
C -2.11875 -1.75022 -1.23123 0.07 0.09 -0.02 0.70
C -3.10655 -0.82212 -1.55233 0.14 0.02 -0.01 -0.82
C -4.42425 -1.02152 -1.18643 -0.17 0.04 -0.03 -0.63
C -4.78875 -2.17401 -0.51233 -0.07 -0.01 -0.03 -0.62
C -3.82185 -3.11581 -0.21143 -0.09 -0.16 0.02 -0.95
C -2.49785 -2.90332 -0.55343 0.04 0.05 0.02 0.19
C -0.49475 -2.23511 -3.42003 0.09 0.42 -0.08 0.58
C 0.20215 -1.75182 -4.52153 0.05 0.16 0.00 -0.25
C 0.17675 -2.42422 -5.73063 0.00 -0.12 -0.23 -0.75
C -0.56045 -3.58801 -5.86503 0.02 0.03 -0.08 -0.49
C -1.27135 -4.07152 -4.77933 -0.03 -0.15 -0.08 -0.79
C -1.23625 -3.40442 -3.57003 0.05 0.00 0.13 -0.61
H 2.60355 -3.20642 -0.51933 0.00 0.00 -0.04 0.44
H 2.30375 -2.75892 -2.19793 0.05 -0.10 -0.01 0.35
H 3.70525 -1.10022 -0.72913 -0.12 0.13 0.16 0.83
H 2.14915 -0.66201 0.01127 0.26 -0.06 0.10 0.12
H 4.54535 -1.79332 -2.74413 0.01 -0.10 0.11 0.27
H 6.74425 -1.47362 -3.77753 0.03 -0.06 0.01 0.40
H 7.35955 0.71359 -4.74383 0.03 -0.02 -0.07 0.36
H 5.71245 2.55318 -4.74723 0.00 0.05 0.02 0.39
H 3.52185 2.24729 -3.66373 0.01 0.11 0.03 0.31
H 0.51695 2.34639 -2.56843 -0.04 -0.05 0.08 0.21
H 0.42895 4.54368 -1.42273 -0.05 -0.04 0.09 0.38
H 2.06735 5.06038 0.35627 0.00 0.04 0.04 0.35
H 3.85755 3.44618 0.88137 0.04 0.02 0.13 0.40
H 3.96345 1.28968 -0.27783 -0.04 -0.06 0.14 0.37
H 0.38535 -2.42101 0.15547 -0.01 -0.11 0.04 0.14
H 0.25425 -3.59221 -1.20433 -0.08 0.06 0.18 0.80
H -2.82195 0.07689 -2.07733 0.00 0.12 -0.02 0.26
H -5.17155 -0.27681 -1.42673 -0.02 0.05 -0.03 0.39
H -5.82035 -2.33862 -0.22923 -0.02 -0.01 0.03 0.41
H -4.10635 -4.02872 0.29537 0.02 -0.04 0.07 0.39
H -1.76915 -3.65002 -0.27663 0.14 -0.04 0.05 0.33
H 0.77875 -0.84261 -4.42483 -0.03 0.00 -0.02 0.31
H 0.73145 -2.03921 -6.57493 0.05 0.06 -0.05 0.43
H -0.59065 -4.11061 -6.81073 0.01 -0.04 -0.07 0.37
H -1.85765 -4.97481 -4.87863 -0.05 -0.06 0.02 0.43
H -1.79995 -3.79381 -2.73493 -0.05 -0.02 0.01 0.27
C -2.12335 0.27259 4.82987 0.18 -0.23 -0.21 -1.80
C -1.56265 -1.02991 4.23467 -0.55 0.15 0.41 1.62
C -1.01385 -1.89372 5.37317 0.02 0.23 -0.38 -2.06
O -0.51925 -0.64611 3.34397 0.48 -0.12 0.49 -0.77
B -0.98305 -0.60301 2.03647 -1.25 -2.16 1.02 0.65
O -2.24085 -1.20551 2.00347 -0.40 0.00 0.03 -0.56
C -2.56815 -1.74821 3.27967 -0.09 -0.42 0.35 1.85
C -4.04755 -1.48792 3.54877 0.37 0.02 -0.11 -1.99
C -2.32655 -3.26282 3.20167 -0.01 0.38 -0.06 -1.83
H -1.31205 0.80049 5.32947 0.04 0.01 0.04 0.52
H -2.91835 0.07789 5.54717 -0.12 0.03 0.08 0.36
H -2.48585 0.92489 4.03617 -0.11 0.02 -0.02 0.19
H -0.35505 -1.28162 5.98417 0.06 0.04 0.10 0.49
H -0.43465 -2.73361 5.00127 0.02 -0.09 -0.08 0.35
H -1.82255 -2.26981 5.99877 -0.10 -0.02 0.07 0.37
H -4.27195 -0.43471 3.41057 -0.07 0.11 0.07 0.34
H -4.32195 -1.79381 4.55617 -0.09 -0.03 0.14 0.35
H -4.63685 -2.05422 2.82897 -0.07 -0.05 -0.02 0.47
H -1.27595 -3.45881 2.99897 0.10 -0.07 0.02 0.31
H -2.90985 -3.64791 2.36847 -0.06 -0.09 -0.02 0.34
H -2.62695 -3.76772 4.11787 0.00 -0.09 0.09 0.35
C -2.97325 3.18179 0.92057 0.28 -0.10 0.27 -0.71
N -2.85485 3.67759 -0.43843 -0.01 0.31 0.08 -0.17
C -2.15685 3.01208 -1.38433 -0.62 0.68 -0.40 0.19
N -2.13875 3.64069 -2.61663 0.09 0.02 -0.07 -0.42
O -1.67765 1.90269 -1.23973 0.48 -0.60 0.44 -0.03
H -3.84815 3.63558 1.38107 -0.09 -0.09 -0.01 0.40
H -2.07575 3.40209 1.50787 -0.22 -0.03 -0.03 0.30
H -3.08955 2.09758 0.88147 -0.14 0.03 0.06 -0.03
H -3.00585 4.66569 -0.56853 0.02 -0.16 -0.07 0.23
H -2.36385 4.61819 -2.67723 0.04 -0.02 -0.02 0.19
H -1.46855 3.29558 -3.28093 0.03 -0.04 0.05 0.26

***

8
Properties=species:S:1:pos:R:3:forces:R:3:mulliken_charge:R:1 method="wB97M-V/def2-TZVPD" total_charge=+4 largest_force_ev_per_a=2.98 e_tot_ha=-800.2668
Sr 2.22667 0.15213 -0.53972 0.16 -2.92 -0.53 1.74
Sr -0.95448 -2.12052 -0.90088 1.97 -0.51 -0.29 1.79
Ag -2.37986 0.59598 2.06984 -0.56 -0.29 0.46 0.92
Ag -0.84007 2.00986 -1.41107 -0.01 -0.47 -1.28 0.93
Ag 0.43582 1.77868 2.07122 0.17 -0.08 0.65 0.85
F 0.17873 -0.18999 -2.36083 -0.18 0.51 2.38 -0.78
F 1.54793 -2.15458 0.49782 -0.99 2.10 -1.77 -0.78
F -0.21475 -0.07158 0.57364 -0.57 1.66 0.38 -0.67

***

125
Properties=species:S:1:pos:R:3:forces:R:3:mulliken_spin:R:1 method="wB97M-V/def2-TZVPD" relative_energy_kj_mol=0.0 largest_force_ev_per_a=4.34 e_tot_ha=-4319.7390 spin_multiplicity=4
V 1.37266 0.29544 0.25257 -1.22 0.04 2.44 2.69
C 0.45715 4.11052 -1.32833 0.16 0.50 0.19 -0.03
C 0.54780 2.73078 -1.15103 0.10 -0.29 0.04 0.13
N 1.24256 2.17805 -0.16510 -0.38 2.27 -0.93 -0.09
C 1.97792 2.97227 0.64839 0.52 1.13 0.25 0.06
C 1.98465 4.38704 0.50212 -0.10 -0.42 0.01 -0.04
C 1.15452 4.94731 -0.49321 -0.07 -0.40 -0.15 0.07
C 2.78472 5.16728 1.35342 0.25 0.03 0.39 0.03
C 3.53915 4.55175 2.32397 -0.22 0.66 -0.37 -0.02
C 3.54035 3.17387 2.48672 -0.12 -0.81 -0.08 0.03
C 2.77638 2.33465 1.66314 0.55 0.70 0.36 0.01
N 2.68426 0.98711 1.63945 0.39 0.09 0.06 -0.09
C 3.39481 0.03460 2.27812 0.81 -0.15 0.61 -0.01
C 4.33353 0.15171 3.31237 -0.38 0.58 -0.38 0.04
C 5.01770 -0.94860 3.81129 0.06 -0.76 -0.05 -0.02
C 4.81096 -2.21118 3.31123 0.19 0.23 0.32 0.03
C 3.86889 -2.40466 2.28845 -0.24 0.23 -0.24 -0.04
C 3.62122 -3.66976 1.71732 -0.22 0.19 -0.29 0.07
C 2.72353 -3.76704 0.68508 0.31 -0.16 0.25 -0.04
C 2.03072 -2.62784 0.27712 -0.13 0.03 -0.16 0.12
N 2.19693 -1.43288 0.82804 0.37 -1.52 0.13 -0.14
C 3.13579 -1.29282 1.79056 0.84 -0.51 0.57 0.07
H -0.17903 4.50506 -2.10293 -0.07 0.02 -0.15 0.00
H 0.03492 2.04506 -1.81224 -0.06 -0.03 0.07 0.01
H 1.08833 6.02234 -0.57756 0.00 0.09 -0.08 0.00
H 2.80419 6.23852 1.22597 -0.03 0.14 0.01 0.00
H 4.16207 5.14950 2.97749 -0.01 0.02 0.01 0.00
H 4.16647 2.77471 3.26482 -0.06 -0.07 -0.02 0.01
H 4.55386 1.10593 3.75634 -0.05 0.04 -0.04 0.01
H 5.73308 -0.79965 4.60739 0.07 0.02 0.06 0.00
H 5.35889 -3.06136 3.68588 0.09 -0.10 0.08 0.00
H 4.15197 -4.53450 2.08832 0.07 -0.08 0.02 0.00
H 2.53905 -4.71141 0.19132 -0.07 0.01 0.00 0.00
H 1.30700 -2.69952 -0.52379 -0.01 0.05 0.10 0.02
C -2.76853 0.55227 2.76421 -0.16 -0.13 0.08 0.00
N -1.75766 0.52406 1.71844 0.31 0.31 -0.32 -0.01
P -2.08250 1.26214 0.19336 -0.84 -0.02 0.43 0.03
C -3.27144 2.59091 0.68776 0.18 -0.12 -0.20 0.00
C -4.64873 2.41734 0.77824 0.03 0.01 0.00 0.00
C -5.46396 3.47190 1.14305 -0.16 0.05 0.04 0.00
C -4.91530 4.71457 1.41498 0.02 0.08 0.01 0.00
C -3.54656 4.90421 1.30347 -0.07 0.18 0.09 0.00
C -2.73285 3.84842 0.93785 0.04 -0.12 -0.05 -0.01
C -3.31984 0.12312 -0.53188 0.26 0.01 -0.12 0.00
C -3.78371 0.49682 -1.79135 0.10 0.00 0.14 0.00
C -4.65316 -0.31336 -2.49319 -0.05 0.01 -0.09 0.00
C -5.07686 -1.50789 -1.93266 -0.10 -0.06 -0.04 0.00
C -4.61506 -1.89003 -0.68544 -0.22 -0.05 0.04 0.00
C -3.73067 -1.08644 0.01205 -0.01 0.23 0.01 0.00
P -0.08105 0.60484 2.11265 -1.89 -0.39 1.37 -0.06
C -0.22357 1.83697 3.48369 0.35 0.08 -0.29 0.02
C -0.10050 3.18572 3.16709 0.08 -0.14 0.00 0.00
C -0.40977 4.16510 4.09444 -0.06 0.14 -0.03 0.00
C -0.86844 3.80918 5.34999 -0.01 0.04 0.03 0.00
C -0.99200 2.46928 5.67984 -0.04 -0.02 0.05 0.00
C -0.67024 1.49081 4.75651 0.15 -0.03 0.06 0.00
C 0.21055 -0.90108 3.09163 0.13 -0.04 0.00 0.02
C -0.33277 -2.12107 2.69724 -0.07 0.18 0.05 0.03
C 0.10079 -3.29550 3.28436 0.06 -0.03 0.10 -0.02
C 1.08592 -3.26494 4.26064 -0.03 -0.10 -0.03 0.02
C 1.63584 -2.05709 4.65322 0.06 0.00 0.16 -0.02
C 1.20437 -0.88073 4.07015 -0.22 0.07 0.05 0.04
H -2.79622 1.50937 3.29850 -0.04 -0.09 -0.09 0.00
H -2.55795 -0.24165 3.48397 -0.09 -0.01 0.04 0.00
H -3.75261 0.38490 2.32439 0.06 -0.08 0.09 0.00
H -5.08989 1.45698 0.55101 -0.03 -0.06 0.01 0.00
H -6.53344 3.32359 1.20941 -0.05 0.01 0.02 0.00
H -5.55479 5.53578 1.70333 -0.05 0.09 0.01 0.00
H -3.11875 5.87973 1.48894 0.03 0.06 0.04 0.00
H -1.66583 3.99111 0.82691 0.09 0.07 0.01 0.00
H -3.43797 1.43374 -2.21118 -0.01 0.05 -0.14 0.00
H -4.98597 -0.02660 -3.48128 -0.05 0.03 -0.04 0.00
H -5.76187 -2.14475 -2.47336 -0.03 -0.08 -0.06 0.00
H -4.94372 -2.82582 -0.25474 0.01 -0.08 0.01 0.00
H -3.33958 -1.41393 0.96332 0.07 -0.01 0.11 0.00
H 0.24349 3.46580 2.18344 -0.06 0.11 -0.01 0.01
H -0.30736 5.20687 3.82732 0.02 0.09 -0.02 0.00
H -1.14109 4.57069 6.06574 0.02 0.07 0.07 0.00
H -1.36217 2.18187 6.65290 -0.01 -0.02 0.11 0.00
H -0.77619 0.45023 5.02949 -0.03 -0.01 0.00 0.00
H -1.06452 -2.13981 1.90364 -0.06 -0.02 -0.05 0.00
H -0.30722 -4.24153 2.96297 -0.09 -0.12 -0.03 0.00
H 1.43635 -4.18577 4.70287 0.03 -0.10 0.05 0.00
H 2.42745 -2.03237 5.38826 0.01 0.01 0.09 0.00
H 1.64651 0.06273 4.36513 0.01 -0.04 0.04 0.00
C -3.25457 -4.85724 -5.48448 0.11 0.27 0.05 0.00
C -2.66036 -3.44606 -5.41185 -0.06 -0.10 -0.13 0.00
C -1.42638 -3.42680 -6.32796 -0.19 -0.01 0.10 0.00
C -3.71053 -2.44609 -5.91343 0.14 -0.18 0.03 0.00
C -2.23456 -3.04711 -4.00315 -0.08 -0.22 0.00 0.00
C -2.44685 -3.86932 -2.90229 -0.08 -0.04 -0.18 0.00
C -2.03753 -3.51887 -1.62218 0.37 0.31 0.22 0.00
C -1.38695 -2.31603 -1.46938 -0.13 -0.21 -1.01 -0.01
O -0.83447 -1.76192 -0.36882 -0.35 -0.49 0.24 0.02
B -0.19043 -0.57687 -0.77109 -0.53 -0.25 -0.36 -0.16
O -0.44541 -0.40047 -2.15056 -0.20 0.13 -0.62 0.01
C -1.15311 -1.47733 -2.56706 -0.45 -0.80 0.15 -0.01
C -1.58452 -1.82197 -3.82818 0.21 0.20 0.21 0.00
H -3.54762 -5.07479 -6.50925 -0.03 0.00 -0.13 0.00
H -4.13761 -4.95863 -4.85976 -0.12 -0.03 0.11 0.00
H -2.51917 -5.59976 -5.18505 0.05 -0.14 0.09 0.00
H -1.68193 -3.80450 -7.31594 -0.04 -0.01 -0.15 0.00
H -0.64703 -4.06064 -5.90897 0.10 -0.05 0.00 0.00
H -1.02847 -2.42328 -6.43995 0.10 0.14 -0.03 0.00
H -3.98919 -2.66543 -6.94183 -0.05 -0.03 -0.16 0.00
H -3.32910 -1.43087 -5.86858 0.02 0.18 -0.03 0.00
H -4.60339 -2.49978 -5.29353 -0.11 0.02 0.07 0.00
H -2.94817 -4.81550 -3.01988 -0.05 -0.12 -0.09 0.00
H -2.20238 -4.17288 -0.78109 -0.06 -0.09 0.14 0.00
H -1.39559 -1.16105 -4.66020 0.03 0.09 -0.09 0.00
C 4.08638 -0.68070 -4.21970 -0.10 0.01 0.15 0.02
C 4.43466 -0.09699 -2.84364 0.57 -0.05 -0.41 0.07
C 5.44454 -0.98957 -2.10291 -0.08 0.06 0.04 0.03
C 4.98508 1.33002 -2.99545 -0.11 -0.04 0.07 0.03
C 3.25020 -0.01752 -2.01003 -0.76 0.05 0.39 0.32
N 2.39609 0.08839 -1.23449 2.79 -0.43 -3.29 -0.23
H 4.95895 -0.65664 -4.86902 0.11 0.01 0.00 0.00
H 3.29163 -0.10090 -4.68281 -0.05 0.04 -0.09 0.00
H 3.75004 -1.71129 -4.12816 -0.04 -0.07 0.00 0.00
H 6.38724 -1.01855 -2.64592 0.05 0.01 -0.09 0.00
H 5.06147 -2.00375 -2.00732 -0.01 -0.08 0.00 0.00
H 5.62804 -0.60209 -1.10119 0.05 0.01 0.02 -0.01
H 5.87637 1.32372 -3.61920 0.07 -0.06 -0.05 0.00
H 5.24023 1.74353 -2.02232 0.03 0.06 0.07 0.00
H 4.23842 1.97253 -3.45740 -0.02 0.08 -0.05 0.00